w | One molecule with the formula C3H2N2S. Source: OMol25; level of theory: ωB97M-V/def2-TZVPD.

Structure (XYZ):
```
8
Properties=species:S:1:pos:R:3:lowdin_charge:R:1
C 0.01858 -0.06228 0.31936 -0.793
C 1.40925 -0.38847 0.06655 -0.260
C -0.89134 -1.11946 -0.00126 -0.237
H -0.27036 1.16699 -1.31621 -0.059
H 0.10964 -0.17116 1.48790 0.165
N 2.51748 -0.77385 -0.17593 0.166
N -1.94094 -1.66111 -0.13573 0.180
S -0.44338 1.59188 -0.01863 0.837
```

Its structure (SMILES) is N#CC(S)C#N. The molecular weight comes out at 98.1 g mol⁻¹. The HOMO energy is -10.787 eV. As for the multiplicity: 1. The HOMO-LUMO gap is 10.628 eV.



x | One molecule with the formula C3H2N2S. Source: OMol25; level of theory: ωB97M-V/def2-TZVPD.

Structure (XYZ):
```
8
Properties=species:S:1:pos:R:3:lowdin_charge:R:1
C -1.18584 -0.04797 0.07434 -0.941
C 0.73069 0.77932 0.00351 -0.091
C 0.83809 -0.73391 -0.07329 -0.048
H 1.62939 1.35917 -0.17027 0.105
H 1.66455 -1.30115 -0.11408 0.066
N -0.50126 1.18783 0.13499 0.051
N -0.36864 -1.20942 0.16388 0.066
S -2.80696 -0.03388 -0.01907 0.792
```

Its structure (SMILES) is S=C1N=CC=N1. The molecular weight comes out at 98.1 g mol⁻¹. The HOMO energy is -9.410 eV. As for the multiplicity: 1. The HOMO-LUMO gap is 7.203 eV.



y | C3H2N2S as an isolated structure. Source: OMol25; level of theory: ωB97M-V/def2-TZVPD.

Structure (XYZ):
```
8
Properties=species:S:1:pos:R:3:lowdin_charge:R:1
C 0.53300 0.73657 -0.01697 -0.154
C 0.50930 -0.69226 -0.05569 -0.140
C 2.37630 -0.03443 -0.07475 -0.403
N 1.77847 1.15116 0.04422 0.054
N 1.73150 -1.15046 0.07960 0.076
S 4.91507 0.06835 -0.00281 0.363
H -0.33172 1.49165 0.08862 0.135
H -0.28318 -1.29903 -0.18983 0.069
```

The molecular weight comes out at 98.1 g mol⁻¹. The HOMO energy (spin up / spin down) is -8.874 / -8.877 eV. As for the multiplicity: 1. The HOMO-LUMO gap (spin up / spin down) is 5.082 / 5.087 eV.



Most stable: x. Least stable: y.



w | CH2P2S3 as an isolated structure. Source: OMol25; level of theory: ωB97M-V/def2-TZVPD.

Structure (XYZ):
```
8
Properties=species:S:1:pos:R:3:lowdin_charge:R:1
C -0.12892 -0.45771 0.81497 -0.812
P -0.90993 -0.86623 -0.84560 0.169
P 0.17995 1.38217 0.62353 0.159
S -1.52528 1.17878 -0.71872 0.135
S 0.81384 -0.83632 -1.97441 0.113
S 1.75110 1.24493 -0.58797 0.129
H -1.05227 -0.70787 1.42275 0.022
H 0.87152 -0.93775 1.26545 0.085
```

The molecular weight comes out at 172.2 g mol⁻¹. The HOMO energy is -9.427 eV. As for the multiplicity: 1. The HOMO-LUMO gap is 7.352 eV.



x | One molecule with the formula CH2P2S3. Source: OMol25; level of theory: ωB97M-V/def2-TZVPD.

Structure (XYZ):
```
8
Properties=species:S:1:pos:R:3:lowdin_charge:R:1
C -1.80246 -0.08513 -0.01908 -0.461
P -1.26841 -1.38976 0.82154 0.563
P 2.14310 0.66313 0.83930 0.029
S 2.84145 2.32612 0.06377 0.009
S 0.70352 -1.91397 0.02818 -0.048
S 1.54743 -0.29593 -0.89286 -0.030
H -1.35162 0.51530 -0.77554 -0.025
H -2.81301 0.18025 -0.06530 -0.035
```

Its structure (SMILES) is C=P#S#S#P=S. The molecular weight comes out at 172.2 g mol⁻¹. The HOMO energy is -8.999 eV. As for the multiplicity: 1. The HOMO-LUMO gap is 7.481 eV.



Most stable: w. Least stable: x.



w | C23H24IrN6OS2Si as an isolated structure. Source: OMol25; level of theory: ωB97M-V/def2-TZVPD.

Structure (XYZ):
```
58
Properties=species:S:1:pos:R:3:lowdin_spin:R:1
Ir 0.88320 0.06478 -0.93846 0.553
N 4.16033 2.56547 -0.62401 -0.001
C 3.05801 1.94172 -0.98039 0.001
O 2.58239 1.03013 -0.24182 0.002
C 2.32788 2.28990 -2.23567 0.012
C 1.49551 1.08771 -2.65560 0.161
H 4.59399 2.36194 0.26460 0.000
H 4.55277 3.29769 -1.19331 0.000
H 2.99359 2.64925 -3.02190 0.003
H 1.66657 3.11876 -1.96515 0.001
H 2.10646 0.32040 -3.14976 0.036
H 0.67160 1.37000 -3.30650 0.005
C -1.19583 4.36091 3.66281 0.000
Si -2.17823 3.24437 2.54267 0.000
C -2.55184 4.07176 0.91518 0.000
C -3.74117 2.64102 3.35658 0.000
C -1.09773 1.67611 2.28665 0.002
C -0.83178 0.87331 3.39609 -0.001
C -0.02872 -0.26591 3.33306 0.009
C 0.50264 -0.62697 2.11842 0.011
N 0.22491 0.10476 1.03322 0.081
C -0.51091 1.23538 1.10404 0.005
S -0.47286 1.95158 -0.50231 0.022
H -1.78108 5.24734 3.91622 0.000
H -0.27339 4.69775 3.18608 0.000
H -0.93091 3.86691 4.59974 0.000
H -3.21670 4.91688 1.11139 0.000
H -3.06837 3.41205 0.21599 0.000
H -1.66115 4.47129 0.42836 0.000
H -4.41288 3.48297 3.53696 0.000
H -3.55142 2.16936 4.32255 0.000
H -4.27155 1.92338 2.72797 0.000
H -1.25470 1.14684 4.35649 0.000
H 0.17217 -0.86199 4.21125 0.001
H 1.13052 -1.49781 1.98347 0.001
S -0.72826 -7.07053 -2.38259 0.000
N -1.65065 -5.75764 -2.47059 -0.001
C -0.88608 -4.73220 -2.12746 0.000
C -1.29586 -3.34204 -2.11329 0.002
C -2.56306 -2.89782 -2.51017 0.013
C -2.83670 -1.55092 -2.47087 -0.001
C -1.85970 -0.66222 -2.02718 0.015
N -0.65490 -1.07621 -1.64042 0.006
C -0.36197 -2.40457 -1.68997 0.003
C 0.98050 -2.79835 -1.30169 0.007
N 1.82258 -1.80336 -0.93462 0.015
C 3.07270 -2.08986 -0.58138 0.018
C 3.55249 -3.39607 -0.58512 -0.001
C 2.70981 -4.42245 -0.95569 0.019
C 1.39208 -4.12664 -1.32389 0.000
C 0.42080 -5.11534 -1.74219 0.000
N 0.62201 -6.42303 -1.79983 -0.001
H -3.29678 -3.61979 -2.84443 0.001
H -3.79727 -1.16186 -2.77587 0.000
H -2.04131 0.40095 -1.96530 0.001
H 3.68858 -1.25103 -0.28542 0.001
H 4.57592 -3.58605 -0.29608 0.000
H 3.04374 -5.45199 -0.97086 0.001
```

Its total charge is +2. The molecular weight comes out at 684.9 g mol⁻¹. The HOMO energy (spin up / spin down) is -13.935 / -13.885 eV. As for the multiplicity: 2. The expectation value of S² is 0.756. The HOMO-LUMO gap (spin up / spin down) is 7.411 / 5.513 eV.



x | C23H24IrN6OS2Si as an isolated structure. Source: OMol25; level of theory: ωB97M-V/def2-TZVPD.

Structure (XYZ):
```
58
Properties=species:S:1:pos:R:3:lowdin_spin:R:1
Ir 0.60134 -0.26363 0.97486 0.225
N 2.09323 -0.10914 4.79889 0.000
C 1.85708 -0.00692 3.50609 0.000
O 0.72255 -0.32408 3.04991 -0.001
C 2.90300 0.49325 2.55717 0.005
C 2.67188 -0.19625 1.20492 0.007
H 1.36476 -0.42525 5.42194 0.000
H 2.98334 0.15053 5.19000 0.000
H 3.90865 0.34383 2.95482 0.000
H 2.75103 1.57326 2.46944 0.004
H 3.05982 -1.20918 1.27016 0.001
H 3.20996 0.31254 0.40521 0.001
C 0.63030 4.38013 -4.33534 0.000
Si 0.65769 4.01065 -2.51586 0.005
C -0.85635 4.65962 -1.64566 0.004
C 2.24119 4.57209 -1.71218 0.004
C 0.60904 2.08582 -2.35804 0.069
C 0.56339 1.25175 -3.48723 -0.007
C 0.53733 -0.12742 -3.37124 0.067
C 0.55578 -0.71385 -2.10587 0.016
N 0.59813 0.04915 -1.02827 0.034
C 0.62077 1.40053 -1.14697 0.025
S 0.65042 2.03221 0.46675 0.517
H 0.65939 5.46143 -4.48273 0.000
H -0.27843 4.01320 -4.81697 0.000
H 1.49448 3.95934 -4.85323 0.000
H -0.90195 5.74564 -1.74885 0.000
H -0.84613 4.43444 -0.57731 0.002
H -1.77098 4.24880 -2.07739 0.000
H 2.34080 5.65504 -1.80832 0.000
H 3.11127 4.11578 -2.18771 0.000
H 2.26842 4.33558 -0.64676 0.002
H 0.54999 1.69602 -4.47413 -0.002
H 0.50443 -0.76066 -4.24665 0.003
H 0.54550 -1.78595 -1.96234 0.000
S -4.58832 -5.75185 1.10100 0.000
N -4.78510 -4.15518 1.09982 0.000
C -3.57427 -3.62269 1.06631 0.000
C -3.27274 -2.20548 1.05686 0.000
C -4.23915 -1.19842 1.08084 0.000
C -3.82946 0.11649 1.08195 0.001
C -2.46810 0.40258 1.05619 0.005
N -1.53984 -0.54991 1.02320 0.006
C -1.92813 -1.83870 1.02660 0.000
C -0.85740 -2.82810 0.99479 0.000
N 0.42148 -2.36806 0.94783 0.000
C 1.41156 -3.25686 0.89331 0.001
C 1.19597 -4.63055 0.90160 0.000
C -0.09137 -5.10815 0.95973 0.000
C -1.14401 -4.19291 0.99823 0.000
C -2.53920 -4.58543 1.04076 0.000
N -2.98366 -5.83204 1.05289 0.000
H -5.28750 -1.46567 1.10365 0.000
H -4.54532 0.92530 1.10751 0.000
H -2.11669 1.42497 1.07819 0.006
H 2.41369 -2.87018 0.81990 0.000
H 2.04385 -5.29879 0.86157 0.000
H -0.30745 -6.16864 0.96620 0.000
```

Its total charge is +2. The molecular weight comes out at 684.9 g mol⁻¹. The HOMO energy (spin up / spin down) is -14.478 / -14.471 eV. As for the multiplicity: 2. The expectation value of S² is 0.764. The HOMO-LUMO gap (spin up / spin down) is 8.328 / 5.605 eV.



Most stable: x. Least stable: w.